Entry 1:
{"formula": "C7H10", "method": "wB97M-V/def2-TZVPD", "elements": ["C", "C", "C", "C", "C", "C", "C", "H", "H", "H", "H", "H", "H", "H", "H", "H", "H"], "coordinates": [[1.16686, 0.87920, -0.04335], [0.10578, 1.33886, -1.11181], [-0.72676, 0.15530, -1.43327], [-1.59199, -0.14924, -0.24740], [-0.66445, -0.78121, 0.80014], [0.45514, -1.66736, 0.32331], [0.75004, -0.28160, 0.84418], [1.35822, 1.74621, 0.59639], [2.10995, 0.65361, -0.54889], [-0.49642, 2.15285, -0.67344], [0.63337, 1.73920, -1.98483], [-2.04235, 0.75180, 0.20534], [-2.39063, -0.85730, -0.49807], [-1.15300, -1.03748, 1.73746], [0.51423, -1.87172, -0.74156], [0.74418, -2.50275, 0.95514], [1.22783, -0.26838, 1.82063]], "e_homo_ev": -8.04, "e_lumo_ev": 0.018, "orbital_gap_ev": 8.1, "e_tot_ha": -272.559058}

***

Entry 2:
{"formula": "C27H44AlN3OP3", "method": "wB97M-V/def2-TZVPD", "elements": ["Al", "P", "P", "P", "H", "C", "C", "H", "C", "C", "C", "C", "C", "C", "C", "C", "C", "H", "H", "H", "H", "H", "H", "H", "H", "H", "H", "H", "H", "H", "H", "H", "H", "H", "H", "H", "H", "H", "H", "H", "H", "H", "H", "H", "H", "H", "C", "C", "C", "C", "C", "C", "O", "H", "H", "H", "H", "H", "H", "N", "C", "C", "C", "C", "C", "C", "C", "N", "C", "C", "N", "C", "H", "H", "H", "H", "H", "H", "H"], "coordinates": [[-0.70287, 0.90567, -1.23600], [2.81624, -1.39107, 1.41925], [1.26407, 2.29218, -0.71906], [-0.93039, -1.74337, -0.83227], [0.53245, 2.16833, -4.22268], [-0.44947, 2.22587, -4.71615], [-1.39588, 3.05165, -4.27899], [-1.18857, 3.91360, -3.63647], [3.76677, -2.62828, 0.50175], [3.98395, -0.27502, 2.19063], [1.93922, -2.29289, 2.72814], [0.88647, 3.65258, -1.87727], [1.89100, 3.19913, 0.76684], [2.81908, 1.56777, -1.35931], [-2.48385, -2.16624, -1.71922], [-1.17906, -2.87356, 0.60729], [0.32834, -2.61929, -1.86612], [-0.57851, 1.73932, -5.70056], [-2.39676, 3.02007, -4.75120], [4.20651, -3.34186, 1.21187], [4.58562, -2.15597, -0.05367], [3.16551, -3.18777, -0.22503], [4.87481, -0.87057, 2.43035], [3.57048, 0.11236, 3.12871], [4.25924, 0.56888, 1.54634], [2.57920, -3.13037, 3.04085], [0.98215, -2.70989, 2.38608], [1.74170, -1.64462, 3.59041], [1.51983, 4.51091, -1.62237], [-0.16802, 3.94218, -1.76665], [1.05536, 3.34413, -2.91595], [2.52338, 4.02718, 0.40239], [2.50996, 2.57617, 1.43815], [1.04704, 3.61727, 1.33717], [3.64698, 2.26185, -1.16704], [2.74806, 1.38802, -2.43798], [3.03973, 0.61085, -0.86813], [-2.93952, -3.09616, -1.36992], [-2.29288, -2.25153, -2.79413], [-3.17410, -1.33400, -1.54958], [-2.07939, -3.48673, 0.44263], [-1.33130, -2.35018, 1.56578], [-0.30617, -3.52914, 0.71578], [-0.15981, -3.12032, -2.70824], [0.82600, -3.35800, -1.22868], [1.08793, -1.94128, -2.28082], [-1.87152, -0.10773, -3.74527], [-0.67315, -0.41741, -4.41646], [-0.68769, -1.37704, -5.42489], [-1.90330, -1.84632, -5.92499], [-3.11548, -1.40845, -5.37302], [-3.11989, -0.56464, -4.26225], [-1.85982, 0.52243, -2.53926], [1.94642, -0.72208, 0.50520], [0.23548, 0.10082, -4.09106], [0.26234, -1.75247, -5.81678], [-1.87451, -2.53550, -6.77850], [-4.06949, -1.70809, -5.82874], [-4.05789, -0.25501, -3.78339], [0.04352, 0.59318, 9.39813], [-0.16602, 0.62471, 8.24848], [-0.47948, 0.67592, 6.86613], [-1.82210, 0.59399, 6.50190], [-2.20670, 0.61237, 5.15889], [-1.23903, 0.72402, 4.14845], [0.12240, 0.78589, 4.49589], [0.50743, 0.72493, 5.85482], [-1.62823, 0.84269, 2.79163], [-2.93899, 0.74196, 2.29840], [-2.85829, 0.79070, 0.94864], [-1.53475, 0.98534, 0.57360], [-0.82201, 0.98719, 1.71793], [-2.61089, 0.57328, 7.25160], [-3.26266, 0.49648, 4.88776], [0.88404, 0.83444, 3.71184], [1.56185, 0.78760, 6.14872], [-3.78607, 0.61040, 2.95135], [-3.65322, 0.71362, 0.23739], [0.23719, 1.17496, 1.74093]], "e_homo_ev": -15.35, "e_lumo_ev": -9.278, "orbital_gap_ev": 6.1, "e_tot_ha": -2560.292425, "total_charge": 3}

***

Entry 3:
{"formula": "C12H36O6", "method": "wB97M-V/def2-TZVPD", "elements": ["C", "C", "O", "H", "H", "H", "H", "H", "H", "C", "C", "O", "H", "H", "H", "H", "H", "H", "C", "C", "O", "H", "H", "H", "H", "H", "H", "C", "C", "O", "H", "H", "H", "H", "H", "H", "C", "C", "O", "H", "H", "H", "H", "H", "H", "C", "C", "O", "H", "H", "H", "H", "H", "H"], "coordinates": [[-0.21270, -2.08839, -2.62570], [1.10330, -2.95039, -2.49570], [1.51530, -3.18139, -1.23170], [-0.27270, -0.99839, -2.19170], [-1.06670, -2.77039, -2.21170], [-0.36970, -2.05139, -3.60270], [1.85530, -2.37539, -2.97370], [0.97630, -3.62839, -3.27670], [2.38030, -3.58939, -1.17370], [-0.43870, 1.21661, -3.83370], [-1.01170, 1.94961, -2.59870], [-2.41370, 2.23661, -2.61370], [0.66930, 1.13061, -4.00070], [-0.68870, 1.61561, -4.67970], [-0.93270, 0.12761, -4.14770], [-0.39970, 2.88761, -2.50970], [-0.59670, 1.46161, -1.68170], [-2.88670, 1.28861, -2.80970], [-2.76470, -0.37239, 0.81130], [-2.96970, -1.79739, 0.25230], [-2.57170, -2.74739, 1.22830], [-3.39370, -0.19939, 1.55830], [-2.79070, 0.37461, -0.06670], [-1.74770, -0.24339, 1.30630], [-2.45470, -1.94739, -0.51770], [-4.21770, -1.93639, 0.17430], [-1.55070, -2.70739, 1.13830], [0.35130, 4.58561, 3.26030], [0.85430, 3.61861, 2.31430], [-0.08270, 2.82961, 1.74930], [-0.46270, 4.15061, 3.91130], [-0.04670, 5.37861, 2.70630], [1.20230, 5.11461, 3.88430], [1.26630, 3.05861, 3.22230], [1.67130, 4.09061, 1.69830], [0.38130, 2.16361, 1.58030], [0.08730, -2.08839, 3.15930], [0.89430, -2.82839, 2.02730], [0.03630, -2.34439, 0.95830], [-0.96470, -2.38039, 3.40730], [0.16530, -0.94239, 3.27530], [0.67130, -2.19639, 4.13830], [0.70430, -3.90039, 2.09730], [1.96330, -2.51439, 1.81030], [0.13630, -2.72939, 0.01230], [2.60730, 1.75861, -0.11070], [2.00130, 0.42261, -0.24770], [0.85730, 0.35961, 0.64630], [2.91230, 1.94661, 1.08230], [1.71730, 2.47361, -0.40570], [3.47630, 2.00661, -0.61170], [2.61930, -0.32739, -0.04670], [1.61830, 0.22661, -1.30970], [0.61430, -0.63739, 0.56530]], "e_homo_ev": -9.21, "smiles": "CCO.CCO.CCO.CCO.CCO.CCO", "e_lumo_ev": 0.094, "orbital_gap_ev": 9.3, "e_tot_ha": -929.904519}